{"formula": "C31H42BrFI2N2NiOSi", "method": "the ωB97M-V functional and the def2-TZVPD basis", "spin_multiplicity": 1, "energy_ev": -175739.853, "total_charge": 0, "symbols": ["Ni", "I", "C", "C", "C", "I", "C", "O", "C", "C", "N", "C", "C", "C", "C", "C", "C", "N", "C", "H", "H", "H", "H", "H", "H", "H", "H", "H", "H", "H", "C", "C", "C", "C", "Si", "Br", "C", "C", "C", "C", "C", "C", "C", "C", "H", "H", "H", "H", "H", "H", "H", "H", "H", "H", "H", "H", "H", "H", "H", "H", "H", "H", "H", "H", "H", "H", "H", "H", "H", "H", "H", "F", "C", "C", "C", "C", "C", "C", "H", "H", "H", "H"], "positions_angstrom": [[-0.0030, -0.6568, 0.4995], [1.7453, 4.5272, 5.8160], [1.6063, 2.9493, 4.4570], [2.7334, 2.5305, 3.7612], [2.6268, 1.4746, 2.8725], [4.2922, 0.8814, 1.7650], [1.4194, 0.7647, 2.6617], [1.3495, -0.2733, 1.8865], [0.2898, 1.2673, 3.3459], [-1.0330, 0.6277, 3.0543], [-1.3112, 0.6521, 1.5936], [-1.2693, 2.0146, 1.0254], [-0.1069, 2.2245, 0.0898], [0.4058, 3.4823, -0.1796], [1.4313, 3.5974, -1.1017], [1.9040, 2.4562, -1.7364], [1.3444, 1.2401, -1.4029], [0.3652, 1.1322, -0.4988], [0.3888, 2.3312, 4.2369], [3.6833, 3.0285, 3.9018], [-1.8180, 1.1630, 3.5920], [-1.0493, -0.4180, 3.3718], [-2.2271, 0.2613, 1.4266], [-1.2137, 2.7581, 1.8188], [-2.1909, 2.2013, 0.4689], [0.0136, 4.3494, 0.3372], [1.8635, 4.5670, -1.3184], [2.7052, 2.5022, -2.4610], [1.6822, 0.3122, -1.8456], [-0.5001, 2.6823, 4.7518], [-5.4256, -0.2527, -0.7229], [-5.4553, -1.7481, -1.0935], [-6.8094, -2.3232, -0.6305], [-5.3745, -1.8133, -2.6293], [-4.0226, -2.7359, -0.3074], [-2.2279, -1.3464, -0.7710], [-3.6770, -4.4023, -1.1736], [-2.8286, -5.3661, -0.3293], [-2.9236, -4.2009, -2.5035], [-5.0217, -5.1044, -1.4551], [-4.0923, -2.8343, 1.5915], [-5.0733, -3.9494, 2.0144], [-4.5824, -1.5136, 2.2059], [-2.7071, -3.1317, 2.1943], [-6.2398, 0.2467, -1.2647], [-4.4911, 0.2298, -1.0184], [-5.5850, -0.0716, 0.3383], [-7.6165, -1.7723, -1.1312], [-6.9583, -2.2034, 0.4471], [-6.9348, -3.3808, -0.8736], [-6.1760, -1.1903, -3.0473], [-5.5111, -2.8220, -3.0211], [-4.4234, -1.4242, -3.0062], [-1.8494, -4.9607, -0.0942], [-2.6654, -6.2754, -0.9197], [-3.3157, -5.6670, 0.5992], [-1.9179, -3.8092, -2.3399], [-3.4358, -3.5341, -3.1967], [-2.8229, -5.1774, -2.9946], [-5.6091, -5.2683, -0.5451], [-4.8142, -6.0884, -1.8920], [-5.6458, -4.5593, -2.1662], [-6.0869, -3.7826, 1.6365], [-5.1320, -3.9757, 3.1097], [-4.7521, -4.9392, 1.6832], [-5.6361, -1.3223, 1.9922], [-4.0060, -0.6495, 1.8576], [-4.4744, -1.5699, 3.2970], [-2.2896, -4.0834, 1.8688], [-2.8028, -3.1726, 3.2880], [-1.9789, -2.3503, 1.9588], [3.4635, -5.4419, -0.7348], [2.6931, -4.3405, -0.5763], [3.2367, -3.1009, -0.8381], [2.4436, -1.9709, -0.6579], [1.1166, -2.0510, -0.2485], [0.6275, -3.3321, 0.0081], [1.3950, -4.4883, -0.1478], [4.2703, -3.0276, -1.1583], [2.9057, -1.0021, -0.8321], [-0.3896, -3.4497, 0.3527], [1.0014, -5.4780, 0.0590]]}